No. 1
{"formula": "C2H11N5", "method": "ωB97M-V/def2-TZVPD", "relative_energy_kcal_mol": 136.5, "molar_mass_g_mol": 105.14, "orbital_gap_ha": 0.391, "charge": 2, "energy_ha": -355.795527, "species": ["C", "C", "N", "N", "N", "N", "N", "H", "H", "H", "H", "H", "H", "H", "H", "H", "H", "H"], "positions_angstrom": [[1.304468, -0.593641, 0.374411], [-1.085115, 0.795156, -0.979532], [2.106188, 0.168888, -0.032281], [0.947677, -1.788543, 0.631563], [-0.868720, 0.377937, 0.426319], [2.570982, 1.313988, -0.406448], [-1.953475, -0.541024, 0.650750], [-0.384863, 1.601861, -1.318302], [-0.648534, 0.013684, -1.587968], [-2.074263, 1.077076, -1.277001], [0.098606, -2.190395, 0.315648], [1.612487, -2.295547, 1.254521], [-0.954335, 1.265431, 1.054748], [3.185109, 1.251266, -1.237104], [2.680613, 2.018991, 0.293253], [-2.874964, -0.161078, 0.892387], [-2.008375, -0.986710, -0.267161], [-1.653485, -1.327346, 1.212204]], "atomic_forces_ev_per_a": [[2.5, 1.3, -2.1], [2.7, 0.9, -1.0], [-1.7, -0.7, 0.7], [1.2, -1.3, 2.4], [-1.0, 3.3, 0.7], [0.6, 0.1, -1.3], [0.4, -0.6, -0.7], [-0.7, -0.2, 1.0], [-0.6, -0.7, -0.4], [-0.7, 0.0, 0.1], [-0.3, -0.5, -0.2], [-1.1, -0.2, -0.7], [-0.2, -2.2, -1.0], [-0.3, 0.3, 1.0], [0.3, 0.4, 0.3], [0.0, 0.0, 0.3], [-0.9, -0.1, -0.3], [-0.2, 0.1, 1.3]], "mulliken_charge": [0.5490, -1.0486, 0.3884, -0.3201, -0.3696, -0.6252, -0.2849, 0.3262, 0.4733, 0.3959, 0.2103, 0.2942, 0.3666, 0.2959, 0.2642, 0.3547, 0.4323, 0.2975]}



No. 2
{"formula": "C33H29BMnN4O6S", "method": "ωB97M-V/def2-TZVPD", "relative_energy_kcal_mol": 1.2, "s_squared": 6.26, "molar_mass_g_mol": 675.43, "orbital_gap_ha": [0.289, 0.277], "charge": -1, "energy_ha": -3519.722619, "spin_multiplicity": 5, "species": ["Mn", "O", "C", "C", "O", "O", "C", "C", "C", "C", "C", "C", "C", "C", "C", "C", "C", "C", "H", "H", "H", "H", "H", "H", "H", "H", "H", "H", "H", "S", "C", "C", "C", "C", "C", "N", "H", "H", "H", "H", "C", "C", "C", "C", "C", "C", "C", "C", "O", "B", "O", "C", "C", "H", "H", "H", "H", "H", "H", "H", "H", "H", "H", "H", "H", "N", "C", "O", "C", "C", "N", "C", "N", "H", "H"], "positions_angstrom": [[-0.856178, 0.520171, -0.898321], [-1.201243, 2.412647, 0.996896], [-0.092818, 3.290454, 0.845618], [1.061743, 2.619740, 0.035287], [2.151488, 3.166991, 0.031188], [0.764981, 1.556972, -0.616477], [-0.557241, 4.551417, 0.117151], [-1.630496, 5.260060, 0.654083], [-2.138423, 6.377080, 0.009002], [-1.572662, 6.806213, -1.186246], [-0.505373, 6.106668, -1.727009], [-0.001013, 4.983624, -1.081630], [0.421978, 3.619249, 2.240578], [0.063983, 2.832648, 3.327367], [0.557691, 3.120973, 4.592974], [1.411541, 4.195836, 4.783937], [1.774007, 4.982670, 3.697968], [1.283814, 4.694929, 2.435102], [-1.809113, 2.560563, 0.253770], [-2.064590, 4.926947, 1.589782], [-2.970262, 6.918352, 0.443013], [-1.962626, 7.682428, -1.689779], [-0.063672, 6.423278, -2.663745], [0.834907, 4.452743, -1.517482], [-0.602494, 1.995066, 3.176672], [0.272524, 2.498011, 5.431971], [1.795034, 4.419723, 5.771955], [2.445144, 5.821772, 3.834112], [1.579280, 5.297123, 1.586576], [-2.416083, -0.825459, 0.472481], [-2.772066, -1.460633, -1.107848], [-3.718022, -2.460846, -1.364806], [-3.871462, -2.912811, -2.655596], [-3.083856, -2.376702, -3.674555], [-2.175285, -1.390560, -3.346578], [-2.034345, -0.938027, -2.099524], [-4.296712, -2.860728, -0.544399], [-4.595934, -3.687865, -2.875210], [-3.166212, -2.713815, -4.697789], [-1.525089, -0.941318, -4.084777], [4.013586, -6.661265, 0.930733], [2.481020, -6.579682, 0.917829], [1.979636, -7.276183, -0.347205], [1.924035, -7.337528, 2.129989], [2.044845, -5.113359, 0.981797], [2.421543, -4.338697, 2.082320], [2.066884, -2.998285, 2.220412], [1.309403, -2.450465, 1.210868], [0.828020, -1.175336, 1.084779], [0.104838, -1.172830, -0.111999], [0.198417, -2.421571, -0.743690], [0.927805, -3.202914, 0.113890], [1.278977, -4.527139, -0.030404], [4.339213, -7.703951, 0.883775], [4.430531, -6.218613, 1.835640], [4.436064, -6.130287, 0.075914], [2.315741, -8.315218, -0.348889], [2.365957, -6.798975, -1.249566], [0.889482, -7.277329, -0.400748], [2.233181, -8.385716, 2.095984], [0.833222, -7.300090, 2.141500], [2.281258, -6.910032, 3.067353], [3.014383, -4.788403, 2.869381], [2.371894, -2.415867, 3.078614], [0.958515, -5.069264, -0.907669], [-2.931329, 3.957156, -2.466028], [-2.077947, 2.900535, -2.490575], [-2.119348, 2.093652, -1.513184], [-1.214256, 2.729251, -3.594942], [-0.403603, 1.576561, -3.666423], [0.244339, 0.615538, -3.687636], [-1.165315, 3.708745, -4.607630], [-1.176804, 4.517420, -5.433614], [-3.223854, 4.217775, -1.537777], [-2.715178, 4.726782, -3.078513]], "atomic_forces_ev_per_a": [[0.0, 0.1, 0.0], [-0.1, -0.1, 0.0], [0.1, 0.0, 0.1], [0.1, -0.1, -0.1], [0.0, 0.0, 0.1], [0.0, 0.1, -0.1], [0.0, 0.0, -0.1], [-0.1, 0.0, 0.0], [0.0, 0.0, 0.0], [0.0, 0.0, 0.0], [0.0, 0.0, 0.0], [0.0, 0.0, 0.0], [0.0, 0.0, 0.0], [0.0, 0.0, 0.0], [0.0, 0.0, 0.0], [0.0, 0.0, 0.0], [0.0, 0.0, 0.0], [0.0, 0.0, 0.0], [0.0, 0.0, 0.0], [0.0, 0.0, 0.0], [0.0, 0.0, 0.0], [0.0, 0.0, 0.0], [0.0, 0.0, 0.0], [0.0, 0.0, 0.0], [0.0, 0.0, 0.0], [0.0, 0.0, 0.0], [0.0, 0.0, 0.0], [0.0, 0.0, 0.0], [0.0, 0.0, 0.0], [0.0, 0.0, -0.1], [-0.1, -0.1, 0.1], [0.0, 0.0, 0.1], [0.0, 0.0, -0.1], [0.0, 0.0, 0.1], [-0.1, -0.1, -0.1], [0.1, 0.0, 0.1], [0.0, 0.0, 0.0], [0.0, 0.0, 0.0], [0.0, 0.0, 0.0], [0.0, 0.0, 0.0], [0.0, 0.0, 0.0], [0.0, 0.0, 0.0], [0.0, 0.0, 0.0], [0.0, 0.0, 0.0], [0.0, 0.0, 0.0], [0.0, 0.0, 0.0], [0.0, -0.1, -0.1], [0.0, 0.1, 0.0], [0.1, -0.1, 0.0], [-0.1, 0.0, 0.0], [0.1, -0.1, 0.1], [0.0, 0.0, -0.1], [0.0, 0.1, 0.0], [0.0, 0.0, 0.0], [0.0, 0.0, 0.0], [0.0, 0.0, 0.0], [0.0, 0.0, 0.0], [0.0, 0.0, 0.0], [0.0, 0.0, 0.0], [0.0, 0.0, 0.0], [0.0, 0.0, 0.0], [0.0, 0.0, 0.0], [0.0, 0.0, 0.0], [0.0, 0.0, 0.0], [0.0, 0.0, 0.0], [0.0, 0.1, 0.0], [0.1, -0.2, 0.0], [-0.1, 0.0, -0.1], [0.0, 0.0, 0.0], [0.2, -0.2, 0.0], [-0.2, 0.3, 0.0], [0.0, -0.1, -0.3], [0.0, 0.1, 0.1], [-0.1, 0.0, 0.0], [0.0, 0.1, 0.0]], "mulliken_charge": [1.4224, -0.7803, 3.7000, -0.5925, -0.7166, -0.7561, -1.0070, -0.2309, -0.8313, -0.4032, -0.9857, 0.2195, -0.7420, -0.3605, -0.8490, -0.3987, -0.9047, -0.2436, 0.4055, 0.4320, 0.3787, 0.3958, 0.3982, 0.5712, 0.4647, 0.3981, 0.3782, 0.3734, 0.4222, -0.5855, 0.7057, -0.8037, -0.0984, -0.9263, -0.3901, 0.0056, 0.4172, 0.3778, 0.4075, 0.4572, -1.6104, 2.0443, -2.1032, -1.6107, 0.5939, -0.3958, -2.0094, 0.9574, -0.4198, 0.5706, -0.2046, 0.3166, -0.8432, 0.4363, 0.3193, 0.3801, 0.4286, 0.3924, 0.3932, 0.4372, 0.3802, 0.3165, 0.3607, 0.4677, 0.5663, -0.4587, 1.0319, -0.9474, 0.7291, 0.1383, -0.7276, -0.5135, -0.6729, 0.2275, 0.3041]}



No. 3
{"formula": "C3H2N2O2", "method": "ωB97M-V/def2-TZVPD", "relative_energy_kcal_mol": 39.9, "molar_mass_g_mol": 98.06, "orbital_gap_ha": 0.397, "charge": 0, "energy_ha": -375.447961, "smiles": "O=Cc1ncno1", "species": ["O", "C", "C", "N", "C", "N", "O", "H", "H"], "positions_angstrom": [[-2.504086, -0.270132, -0.830457], [-1.783441, 0.142829, 0.038324], [-0.317282, -0.124895, 0.105626], [0.515092, 0.864807, 0.091990], [1.702563, 0.208356, -0.040421], [1.617429, -1.088832, -0.058184], [0.246417, -1.322190, 0.040318], [-2.120215, 0.867924, 0.790093], [2.643526, 0.722134, -0.137290]], "atomic_forces_ev_per_a": [[0.4, -0.1, 0.5], [-0.6, 0.0, -0.4], [0.1, 0.2, -0.1], [-0.2, -0.1, 0.0], [0.3, -0.3, 0.0], [0.0, 0.2, 0.0], [-0.1, 0.1, -0.2], [-0.1, 0.1, 0.1], [0.1, -0.1, 0.1]], "mulliken_charge": [-0.4001, -0.0816, 0.6808, -0.4818, -0.0492, -0.2776, -0.1005, 0.3061, 0.4039]}



No. 4
{"formula": "C3H3BrCl2", "method": "ωB97M-V/def2-TZVPD", "relative_energy_kcal_mol": 0.0, "s_squared": 2.01, "molar_mass_g_mol": 189.87, "orbital_gap_ha": [0.326, 0.353], "charge": 0, "energy_ha": -3610.385914, "spin_multiplicity": 3, "species": ["C", "C", "C", "Cl", "Cl", "Br", "H", "H", "H"], "positions_angstrom": [[0.330125, 0.423360, -0.473802], [1.055752, 0.039252, 0.769183], [-1.200893, -0.067297, -0.687332], [1.894641, -1.421689, 0.803478], [-1.426134, -1.770200, -0.641597], [-2.449472, 0.884519, 0.374725], [0.254651, 1.508906, -0.530519], [0.870039, 0.039863, -1.340053], [0.671287, 0.363286, 1.725918]], "atomic_forces_ev_per_a": [[-1.6, -0.4, -0.7], [-1.1, 0.1, -0.1], [1.9, 0.2, 1.5], [0.4, -0.4, 0.0], [0.0, 0.2, -0.3], [0.1, 0.0, -0.3], [0.1, 0.1, -0.1], [0.0, 0.1, -0.1], [0.2, 0.1, 0.1]], "mulliken_charge": [-0.6585, -0.2507, 0.1777, -0.1259, -0.1172, -0.0905, 0.3290, 0.3551, 0.3810]}



No. 5
{"formula": "C4H26B4O2Zr", "method": "ωB97M-V/def2-TZVPD", "relative_energy_kcal_mol": 0.0, "molar_mass_g_mol": 240.72, "orbital_gap_ha": 0.391, "charge": 0, "energy_ha": -464.738730, "species": ["Zr", "B", "H", "H", "H", "H", "B", "H", "H", "H", "H", "B", "H", "H", "H", "H", "B", "H", "H", "H", "H", "C", "O", "C", "C", "O", "C", "H", "H", "H", "H", "H", "H", "H", "H", "H", "H"], "positions_angstrom": [[-0.417139, 0.585658, -0.397807], [1.621242, 1.181139, -1.280253], [2.656342, 1.337414, -1.862817], [1.203781, 0.119494, -1.532478], [1.740972, 1.175108, -0.109217], [0.780409, 1.937857, -1.595146], [-2.181926, -0.523282, 0.520786], [-1.901634, -1.035758, -0.493032], [-3.110996, -1.036052, 1.080165], [-1.248294, -0.506458, 1.228922], [-2.465420, 0.583114, 0.244786], [-1.523686, 0.704746, -2.457007], [-1.572108, 0.888200, -3.641199], [-0.658631, -0.073038, -2.250588], [-1.194788, 1.695569, -1.913751], [-2.525239, 0.256616, -2.028724], [-0.816685, 2.533714, 0.740488], [-1.035351, 3.524462, 1.374335], [-0.911638, 1.575270, 1.401667], [-1.582165, 2.366009, -0.140531], [0.261725, 2.538924, 0.292472], [-0.104932, -2.593839, -1.395298], [0.427440, -1.603883, -0.510499], [0.868937, -2.196851, 0.703287], [1.704131, -1.153255, 1.411878], [0.850435, -0.021824, 1.535625], [1.337092, 0.885986, 2.521961], [0.609370, -3.420601, -1.469056], [-0.223478, -2.170630, -2.386378], [-1.029867, -3.023998, -1.006827], [1.504523, -3.050014, 0.458347], [0.024224, -2.480757, 1.335337], [2.626236, -0.903732, 0.881517], [1.935610, -1.540935, 2.406896], [2.103988, 1.541493, 2.097443], [1.706799, 0.351461, 3.394932], [0.540718, 1.552675, 2.839762]], "atomic_forces_ev_per_a": [[-0.3, 0.9, 0.8], [2.1, 0.2, -1.1], [-0.1, 0.1, 0.1], [0.0, -1.1, -0.7], [0.1, 0.2, 0.8], [-0.6, 0.8, -0.2], [-2.1, -1.1, 1.0], [0.3, -0.6, -0.8], [0.1, -0.1, -0.1], [0.7, 0.0, 0.6], [-0.2, 0.9, -0.2], [-1.3, -0.2, -2.0], [0.2, 0.1, 0.1], [0.9, -1.0, -0.2], [0.2, 1.0, 0.3], [-0.4, 0.0, 0.1], [-0.2, 1.7, 1.0], [0.0, -0.1, -0.1], [-0.2, -0.9, 0.9], [-0.7, 0.0, -0.7], [0.9, 0.2, -0.2], [0.3, -0.7, -0.1], [-0.1, -0.8, -0.1], [0.8, 0.4, 0.1], [-0.6, -0.5, 0.1], [0.6, -0.2, 0.9], [0.1, 0.9, 0.1], [0.1, 0.2, 0.0], [-0.2, 0.2, 0.1], [-0.1, 0.3, -0.1], [-0.1, -0.2, 0.1], [-0.1, -0.1, -0.2], [-0.1, 0.1, -0.1], [0.1, 0.1, 0.0], [0.2, -0.3, 0.0], [0.1, -0.1, -0.1], [-0.2, -0.2, -0.1]], "mulliken_charge": [-1.3541, 0.4684, -0.1334, 0.2328, -0.1588, 0.0848, 0.3315, -0.0619, -0.1408, 0.1211, 0.1109, -0.0415, -0.1333, 0.1333, 0.1308, -0.1241, -0.3123, -0.1197, 0.0780, 0.1972, 0.1954, -0.9636, -0.0740, -0.5246, -0.6510, 0.0603, -0.9614, 0.3529, 0.3002, 0.3691, 0.4575, 0.3122, 0.2833, 0.5095, 0.3617, 0.3424, 0.3212]}